No. 1
Entry from the Open Molecules 2025 dataset: a cluster of 3 separate species, C2H11NO2 in total (ωB97M-V/def2-TZVPD).

Geometry as XYZ:
```
16
Properties=species:S:1:pos:R:3:forces:R:3
C -0.566762 0.618741 1.117125 -0.108 -1.157 1.077
N 0.127144 1.629123 0.358961 -0.057 -0.001 0.148
C 1.554943 1.392401 0.228644 0.290 0.337 -0.577
H -0.896488 -0.229499 0.518833 -0.138 0.196 -0.440
H 0.039061 0.085339 1.877835 0.200 0.547 -0.057
H -1.427389 0.987887 1.678002 -0.038 0.301 -0.319
H 0.001651 2.542403 0.767535 -0.208 -0.045 0.039
H 1.844001 1.608575 -0.799964 0.302 0.317 -0.008
H 1.820647 0.348247 0.352614 -0.216 -0.099 0.424
H 2.146654 2.010213 0.923049 -0.009 -0.296 -0.197
H 1.103671 -2.438359 -1.037768 -0.058 -0.063 0.087
H 2.080715 -1.553900 -0.281502 -0.118 -0.193 0.050
O 1.322161 -2.137245 -0.148781 0.180 0.141 -0.184
H -1.640016 -0.802952 -1.757879 -0.241 0.514 0.605
H -2.842587 -0.673604 -0.682395 0.571 0.484 -0.046
O -2.462383 -1.161600 -1.412569 -0.352 -0.982 -0.603
```
Positions in Å, forces in eV/Å.

Summary:
Total energy in eV: -7836.62644

No. 2
Entry from the Open Molecules 2025 dataset: an isolated molecule of C5H9N (ωB97M-V/def2-TZVPD).

Geometry as XYZ:
```
15
Properties=species:S:1:pos:R:3:forces:R:3
C -1.610307 0.172746 0.177512 -0.160 0.101 -0.015
C -0.702867 -1.013283 -0.221291 -0.040 -0.253 -0.075
C 0.522014 -0.272850 0.380526 0.079 -0.026 0.019
C 1.870066 -0.407190 -0.306746 0.014 0.047 -0.010
C -0.333221 0.988933 0.291373 0.074 0.243 -0.010
N -0.062687 2.216238 0.166950 -0.170 -0.383 0.027
H -2.090825 0.041973 1.153744 0.087 -0.045 -0.139
H -0.951904 2.714940 0.051811 0.267 0.126 0.007
H -2.350029 0.529527 -0.545520 0.090 -0.078 0.111
H -0.949649 -2.002222 0.168442 0.042 0.116 0.009
H -0.607301 -1.069417 -1.310331 -0.004 -0.034 0.126
H 0.616811 -0.535312 1.444177 -0.058 0.033 -0.132
H 2.211801 -1.447816 -0.240268 -0.043 0.181 -0.015
H 1.806049 -0.142394 -1.367716 -0.032 0.012 0.157
H 2.632043 0.226134 0.157336 -0.144 -0.040 -0.058
```
Positions in Å, forces in eV/Å.

Summary:
Total energy in eV: -6820.07136

No. 3
Entry from the Open Molecules 2025 dataset: a structure of composition C6H12N2 (ωB97M-V/def2-TZVPD).

Geometry as XYZ:
```
20
Properties=species:S:1:pos:R:3:forces:R:3
C -1.389946 -1.504328 -2.206642 2.495 -1.706 4.852
C -1.965021 -0.593821 -0.905259 0.483 0.078 -0.455
C -0.262620 0.642893 0.710235 -6.172 -4.480 1.024
C 0.610697 1.398231 1.409602 4.646 3.393 -1.839
C 1.396849 -0.621609 0.600792 7.152 -3.339 -1.895
C 0.527543 0.112046 -0.308579 -1.979 -2.449 -2.350
H -1.682950 -2.650212 -2.365610 -0.067 2.658 1.048
H -1.646835 -0.997617 -3.051872 0.457 1.360 -2.690
H -0.120759 -1.621525 -1.754278 -3.865 0.726 -2.230
H -2.990169 -0.134407 -0.735625 1.110 -0.184 -1.619
H -2.085286 -1.420321 -0.290333 0.538 -1.309 2.534
H -0.498386 -0.291337 1.186963 -0.806 -0.064 1.786
H 0.762279 2.205528 0.681952 0.617 0.863 0.893
H 0.378548 1.695900 2.299880 -1.363 2.025 5.308
H 2.622354 1.304352 0.978110 -1.762 -3.734 1.265
H 1.202263 -1.668574 1.077208 -0.163 2.389 -0.464
H 2.390195 -0.792947 -0.034380 -1.714 -0.559 1.178
H 1.105084 0.824004 -0.725537 1.593 2.221 -2.060
N -0.952673 0.488455 -0.524051 0.909 -0.834 -2.509
N 1.961051 0.503927 1.514425 -2.108 2.942 -1.778
```
Positions in Å, forces in eV/Å.

Summary:
Total energy in eV: -9386.85106

No. 4
Entry from the Open Molecules 2025 dataset: a cluster of 2 separate species, CH3IN2O2 in total (ωB97M-V/def2-TZVPD).

Geometry as XYZ:
```
9
Properties=species:S:1:pos:R:3:forces:R:3
C -1.376668 0.445687 -0.155290 1.906 -1.983 -2.862
N -0.238370 -1.204976 -1.611189 0.777 0.591 0.739
N -0.551380 -0.043874 -0.872797 -1.083 -0.118 -0.454
O -2.061601 1.131642 0.447172 -2.369 1.992 2.360
O 1.390252 -0.381742 1.182099 1.150 -2.096 -0.642
I 0.939194 1.234975 1.750253 -1.685 1.951 0.956
H 0.605454 -1.399676 -1.073903 0.099 -1.205 -0.647
H -0.925063 -1.973111 -1.577457 0.254 0.782 0.611
H 2.218182 2.191076 1.911111 0.951 0.086 -0.062
```
Positions in Å, forces in eV/Å.

Summary:
Total energy in eV: -16255.98708

No. 5
Entry from the Open Molecules 2025 dataset: a structure of composition C5H8O2 (ωB97M-V/def2-TZVPD).

Geometry as XYZ:
```
15
Properties=species:S:1:pos:R:3:forces:R:3
C -0.919614 1.714353 0.203308 0.451 -0.130 -0.174
C -0.110040 0.558591 -0.384886 1.087 0.172 0.350
C 1.443861 -0.053380 0.072176 -0.491 0.967 -0.449
C 0.137262 -0.695355 0.306715 -0.272 -0.187 0.043
O -0.374335 -1.076192 1.528914 0.120 -0.359 0.362
C -0.201422 -1.367649 -1.018736 -0.506 0.247 -0.361
O -0.395158 0.011515 -1.638611 0.354 -1.371 -0.005
H -0.937299 2.628852 -0.398773 0.271 -0.235 0.014
H -0.538951 1.949106 1.203014 0.092 0.011 -0.212
H -1.975262 1.420195 0.358298 0.534 -0.233 -0.267
H 2.159047 -0.638597 -0.541535 -0.641 0.909 -0.159
H 1.929846 0.658198 0.718807 -0.275 -0.165 0.680
H 0.395022 -1.230459 2.086005 -0.183 -0.126 0.216
H 0.573225 -2.079427 -1.380379 -0.381 0.894 -0.458
H -1.186182 -1.799752 -1.114318 -0.160 -0.396 0.419
```
Positions in Å, forces in eV/Å.

Summary:
Total energy in eV: -9406.31728

No. 6
Entry from the Open Molecules 2025 dataset: a cluster of 8 separate species, C4H20NO10 in total (ωB97M-V/def2-TZVPD).

Geometry as XYZ:
```
35
Properties=species:S:1:pos:R:3:forces:R:3
C 0.042876 -1.060675 0.533965 -0.203 0.483 3.095
C -1.241891 -1.809306 1.018853 -0.050 -0.960 0.328
C -1.808615 -1.239559 2.346211 -0.192 -0.141 -1.574
O -1.246483 -0.672152 3.237932 1.007 0.056 0.277
N 0.480000 -1.399350 -0.796765 0.209 0.256 -0.453
C 0.167129 -0.772836 -2.080812 1.350 -1.427 2.032
O 0.665334 -1.348849 -3.064637 -0.847 0.802 0.134
O -0.484822 0.285094 -1.942919 -0.548 0.445 -0.995
H -0.100052 0.076792 0.808227 0.406 -2.115 -1.367
H 0.759215 -1.421210 1.422226 -0.658 0.771 -2.443
H -2.119223 -1.766168 0.356484 0.506 0.132 -0.119
H -0.982193 -2.927905 1.072137 -0.427 1.453 0.312
H -2.898003 -1.216984 2.350783 -0.638 -0.416 0.102
H 0.897960 -2.305434 -0.926984 0.160 -0.109 0.220
H -1.834812 0.086716 -0.722198 0.173 0.190 -0.287
H -2.970092 1.093078 -0.806982 -0.314 -0.001 -0.386
O -2.526956 0.508386 -0.187455 -0.571 -0.292 0.954
H 0.568572 0.415670 2.693453 -0.540 0.303 0.716
H 1.907712 0.121315 2.323798 1.233 0.001 -0.703
O 1.457931 0.715837 2.914405 -0.714 0.087 0.543
H 1.914671 -2.498419 -2.797199 -0.353 0.167 -0.189
H 3.198977 -2.553581 -2.038201 1.393 1.142 0.966
O 2.600176 -3.112013 -2.473044 -0.950 -1.422 -0.728
H 1.531059 2.620406 2.056438 0.611 1.173 -3.335
H 1.033903 2.868565 0.569326 -2.451 -0.665 -1.275
O 1.742495 3.081343 1.119200 2.135 -0.346 4.804
H 2.190678 0.443096 -0.277592 0.070 -0.276 0.126
H 2.850700 1.478290 0.596288 -0.187 0.681 0.319
O 2.759924 0.528935 0.499503 0.253 -0.732 -0.632
H -2.140217 2.572382 -1.749614 0.536 0.135 -0.111
H -1.994102 1.257344 -2.544386 0.459 0.309 -0.067
O -2.531568 2.062874 -2.462224 -0.853 0.007 -0.311
H -0.138143 1.680703 -0.895522 -0.301 -0.289 -0.162
H -1.282010 1.917970 0.064284 -1.322 -0.975 0.661
O -0.470132 2.289645 -0.216978 1.618 1.572 -0.453
```
Positions in Å, forces in eV/Å.

Summary:
Net charge: -1
Total energy in eV: -26440.70680

LUMO values (in eV) by entry order: 0.68 1.08 1.06 -0.06 0.75 3.07.
Energy above the lowest of the compared OMol25 structures with the same formula, charge and spin values (in kJ/mol) by entry order: 125.4 89.1 964.7 426.7 339.1 117.7.